Record 1
Here is a molecular structure, C31H29N9O9S3Ti from OMol25. Energies are from ωB97M-V/def2-TZVPD.

Last column: Löwdin charge in e.
Element x y z (Å)
Ti (-2.296, 0.907, -0.750)  1.018
N (-4.925, -0.248, -2.383)  0.031
N (-5.724, 0.517, -1.537)  -0.023
C (-5.334, 0.770, -0.220)  -0.665
O (-6.192, 1.096, 0.585)  0.032
O (-4.064, 0.693, 0.022)  -0.121
H (-4.776, 0.204, -3.274)  0.068
H (-5.264, -1.194, -2.489)  0.086
H (-6.727, 0.454, -1.625)  0.124
C (2.743, 4.970, -4.827)  -0.063
C (1.471, 4.196, -4.605)  -0.278
C (0.887, 3.467, -5.638)  -0.055
C (-0.256, 2.714, -5.418)  -0.062
C (-0.826, 2.690, -4.153)  -0.284
C (-0.262, 3.411, -3.113)  -0.094
C (0.882, 4.160, -3.347)  -0.029
S (-2.269, 1.670, -3.939)  0.543
O (-1.886, 0.296, -4.113)  -0.314
O (-3.259, 2.210, -4.849)  -0.317
N (-2.756, 1.887, -2.426)  -0.314
C (-3.404, 3.177, -2.163)  -0.157
C (-3.109, 3.584, -0.724)  -0.584
O (-3.542, 4.608, -0.249)  0.080
O (-2.373, 2.700, -0.092)  -0.190
H (2.940, 5.114, -5.890)  0.064
H (3.595, 4.438, -4.396)  0.081
H (2.697, 5.949, -4.349)  0.073
H (1.339, 3.479, -6.624)  0.100
H (-0.702, 2.138, -6.219)  0.112
H (-0.651, 3.350, -2.106)  0.058
H (1.335, 4.683, -2.512)  0.102
H (-4.488, 3.101, -2.278)  0.125
H (-3.057, 3.964, -2.835)  0.122
S (0.105, 0.650, -1.517)  0.726
C (1.358, 0.774, -0.295)  -0.724
C (2.142, -0.416, -0.174)  -0.324
N (2.752, -1.396, -0.105)  0.156
C (1.652, 1.855, 0.506)  -0.845
S (0.964, 3.409, 0.486)  0.541
C (2.647, 1.622, 1.536)  -0.310
N (3.419, 1.466, 2.379)  0.132
O (-3.535, -4.464, 1.545)  0.029
C (-3.033, -3.838, 0.636)  -0.494
C (-2.273, -4.490, -0.526)  -0.102
C (-2.019, -3.325, -1.467)  -0.079
C (-2.499, -2.154, -0.637)  -0.461
O (-2.292, -0.975, -1.078)  -0.199
N (-3.055, -2.453, 0.506)  0.206
H (-2.860, -5.308, -0.944)  0.106
H (-1.348, -4.897, -0.119)  0.103
H (-2.598, -3.363, -2.392)  0.118
H (-0.975, -3.165, -1.738)  0.125
C (6.984, -2.515, 5.374)  -0.067
C (5.726, -2.806, 4.601)  -0.296
C (5.204, -4.092, 4.521)  -0.067
C (4.033, -4.350, 3.826)  -0.035
C (3.355, -3.325, 3.169)  -0.243
N (2.190, -3.655, 2.456)  0.135
C (1.089, -2.883, 2.110)  -0.530
O (0.318, -3.258, 1.253)  0.078
N (0.925, -1.753, 2.866)  0.155
C (-0.082, -0.787, 2.692)  -0.178
C (-0.517, -0.041, 3.774)  0.006
C (-1.455, 0.958, 3.570)  -0.033
C (-1.915, 1.194, 2.292)  -0.087
N (-1.477, 0.480, 1.250)  0.012
C (-0.603, -0.502, 1.440)  -0.077
C (3.886, -2.035, 3.218)  -0.025
C (5.044, -1.791, 3.936)  -0.035
H (7.476, -3.437, 5.687)  0.065
H (6.773, -1.928, 6.271)  0.075
H (7.692, -1.942, 4.771)  0.075
H (5.715, -4.909, 5.017)  0.101
H (3.632, -5.356, 3.791)  0.106
H (2.179, -4.542, 1.981)  0.145
H (1.520, -1.640, 3.669)  0.128
H (-0.120, -0.239, 4.764)  0.114
H (-1.819, 1.560, 4.391)  0.105
H (-2.626, 1.975, 2.070)  0.118
H (-0.296, -1.062, 0.571)  0.088
H (3.439, -1.226, 2.657)  0.078
H (5.432, -0.779, 3.943)  0.115

Summary:
HOMO level, Ha: -0.067
Relative energy (zero: lowest compared OMol25 entry of this formula, charge and spin), eV: 1.4512
Net charge: -2
Energy, Eh: -4413.0555
Multiplicity: 1

Record 2
Here is a molecular structure, C31H29NO4PS2V at a distorted geometry from OMol25. Energies are from ωB97M-V/def2-TZVPD.

Last column: Löwdin charge in e.
Element x y z (Å)
V (-1.328, 0.806, -0.531)  0.568
O (-2.348, 3.540, -2.857)  -0.233
S (-1.507, 2.754, -2.018)  0.523
O (-1.374, 1.330, -2.424)  -0.377
O (-1.843, 2.754, -0.582)  -0.350
C (0.137, 3.462, -2.008)  -0.246
C (0.329, 4.698, -2.596)  -0.036
C (1.556, 5.331, -2.468)  -0.044
C (2.570, 4.730, -1.738)  -0.047
C (2.370, 3.496, -1.147)  -0.063
C (1.142, 2.847, -1.277)  -0.300
P (0.909, 1.191, -0.540)  1.031
C (2.212, 0.327, -1.482)  -0.331
C (3.562, 0.400, -1.144)  -0.099
C (4.515, -0.126, -1.999)  -0.065
C (4.132, -0.710, -3.195)  -0.071
C (2.789, -0.787, -3.534)  -0.068
C (1.828, -0.276, -2.677)  -0.093
C (1.604, 1.412, 1.118)  -0.393
C (1.340, 2.583, 1.825)  -0.092
C (1.807, 2.724, 3.120)  -0.064
C (2.544, 1.706, 3.709)  -0.071
C (2.780, 0.528, 3.018)  -0.081
C (2.291, 0.370, 1.734)  -0.145
H (-0.490, 5.142, -3.142)  0.118
H (1.720, 6.292, -2.929)  0.113
H (3.525, 5.223, -1.632)  0.113
H (3.161, 3.034, -0.575)  0.107
H (3.877, 0.859, -0.219)  0.097
H (5.561, -0.068, -1.731)  0.110
H (4.885, -1.102, -3.862)  0.108
H (2.494, -1.236, -4.471)  0.108
H (0.773, -0.319, -2.928)  0.095
H (0.780, 3.379, 1.346)  0.123
H (1.609, 3.633, 3.668)  0.112
H (2.942, 1.836, 4.702)  0.108
H (3.355, -0.259, 3.478)  0.110
H (2.458, -0.547, 1.185)  0.109
C (-1.935, 0.603, 4.051)  -0.171
S (-0.820, 0.144, 2.673)  1.034
O (-1.544, 0.667, 1.469)  -0.585
C (-1.173, -1.635, 2.590)  -0.356
C (-0.099, -2.510, 2.554)  -0.072
C (-0.328, -3.861, 2.355)  -0.058
C (-1.622, -4.328, 2.194)  -0.060
C (-2.693, -3.450, 2.256)  -0.061
C (-2.471, -2.097, 2.443)  -0.086
H (-2.836, 0.000, 4.064)  0.051
H (-2.184, 1.650, 3.902)  0.067
H (-1.386, 0.474, 4.976)  0.064
H (0.903, -2.130, 2.683)  0.101
H (0.509, -4.541, 2.328)  0.113
H (-1.798, -5.375, 2.010)  0.112
H (-3.703, -3.816, 2.164)  0.114
H (-3.304, -1.408, 2.468)  0.114
C (-4.097, -4.369, -2.108)  -0.022
C (-3.292, -3.228, -1.588)  -0.234
C (-3.900, -2.063, -1.109)  0.012
C (-3.122, -1.001, -0.715)  -0.100
N (-1.776, -1.011, -0.757)  -0.102
C (-1.184, -2.139, -1.176)  -0.064
C (-1.897, -3.244, -1.597)  0.011
H (-5.150, -4.247, -1.869)  0.086
H (-3.738, -5.316, -1.709)  0.093
H (-4.002, -4.413, -3.193)  0.102
H (-4.976, -1.990, -1.067)  0.126
H (-3.578, -0.077, -0.344)  0.140
H (-0.100, -2.130, -1.181)  0.122
H (-1.375, -4.115, -1.961)  0.126

Summary:
HOMO level (alpha / beta), Ha: -0.354 / -0.333
Relative energy (zero: lowest compared OMol25 entry of this formula, charge and spin), eV: 0.9831
⟨S²⟩: 0.76
Net charge: +1
Energy, Eh: -3635.9550
Multiplicity: 2

Record 3
Here is a molecular structure, C31H30B2F5N14Ru at a distorted geometry from OMol25. Energies are from ωB97M-V/def2-TZVPD.

Last column: Löwdin charge in e.
Element x y z (Å)
Ru (0.860, 0.664, 0.123)  1.264
C (3.658, 2.270, -2.808)  -0.021
C (2.632, 1.386, -2.470)  -0.130
N (2.256, 1.568, -1.209)  -0.036
N (3.021, 2.578, -0.718)  -0.015
C (3.873, 3.006, -1.665)  -0.046
B (2.903, 2.977, 0.750)  -0.469
N (3.186, 1.769, 1.641)  -0.031
C (4.119, 1.616, 2.603)  -0.053
C (4.074, 0.314, 3.050)  -0.027
C (3.061, -0.286, 2.291)  -0.124
N (2.542, 0.592, 1.448)  -0.084
N (1.351, 3.368, 0.885)  0.060
C (0.710, 4.625, 0.820)  0.020
C (-0.600, 4.446, 0.645)  0.052
C (-0.846, 2.973, 0.714)  -0.151
N (0.505, 2.426, 0.752)  -0.069
H (4.164, 2.357, -3.752)  0.107
H (2.173, 0.621, -3.068)  0.114
H (4.568, 3.802, -1.452)  0.131
H (3.574, 3.919, 1.037)  0.125
H (4.747, 2.442, 2.892)  0.130
H (4.684, -0.139, 3.810)  0.106
H (2.678, -1.294, 2.321)  0.129
H (1.303, 5.520, 0.908)  0.138
H (-1.364, 5.205, 0.620)  0.132
H (-1.336, 2.737, 1.667)  0.179
C (0.375, 1.328, 3.612)  -0.016
C (-0.306, 0.159, 2.969)  -0.311
C (-1.087, -0.758, 3.667)  -0.001
C (-1.508, -1.672, 2.729)  -0.035
N (-0.998, -1.326, 1.540)  0.045
N (-0.277, -0.182, 1.665)  -0.014
B (-1.203, -1.994, 0.154)  -0.620
N (-2.187, -1.139, -0.666)  0.029
C (-3.526, -1.205, -0.511)  -0.036
C (-4.108, -0.413, -1.470)  0.024
C (-3.029, 0.132, -2.182)  -0.255
C (-3.102, 1.008, -3.391)  0.009
N (-1.873, -0.320, -1.689)  0.107
N (0.220, -2.207, -0.483)  0.048
C (0.753, -3.416, -0.714)  -0.029
C (2.097, -3.274, -0.962)  0.001
C (2.351, -1.908, -0.860)  -0.310
C (3.710, -1.305, -1.015)  -0.024
N (1.200, -1.263, -0.591)  -0.026
N (-1.824, -3.394, 0.247)  -0.048
C (-2.375, -4.029, -0.819)  -0.096
C (-2.698, -5.303, -0.433)  -0.011
C (-2.303, -5.377, 0.920)  -0.346
C (-2.425, -6.531, 1.861)  -0.031
N (-1.772, -4.231, 1.314)  0.116
H (0.476, 1.116, 4.675)  0.094
H (-0.214, 2.245, 3.543)  0.077
H (1.369, 1.519, 3.223)  0.045
H (-1.305, -0.752, 4.720)  0.113
H (-2.106, -2.561, 2.816)  0.111
H (-3.973, -1.830, 0.244)  0.143
H (-5.159, -0.260, -1.647)  0.118
H (-4.045, 0.834, -3.908)  0.119
H (-2.291, 0.794, -4.087)  0.105
H (-3.085, 2.072, -3.144)  0.059
H (0.157, -4.310, -0.656)  0.125
H (2.810, -4.050, -1.178)  0.115
H (4.446, -2.074, -0.784)  0.090
H (3.877, -0.461, -0.353)  0.054
H (3.894, -0.981, -2.037)  0.077
H (-2.491, -3.531, -1.768)  0.131
H (-3.155, -6.073, -1.031)  0.105
H (-2.899, -7.378, 1.368)  0.076
H (-3.025, -6.263, 2.730)  0.078
H (-1.445, -6.848, 2.217)  0.078
F (0.132, 0.573, -3.236)  0.105
C (-0.577, 1.411, -2.481)  -0.296
C (-0.607, 1.230, -1.074)  -0.034
C (-1.637, 2.149, -0.346)  -0.287
F (-2.507, 1.333, 0.346)  0.073
C (-2.457, 3.091, -1.169)  -0.149
F (-3.352, 3.806, -0.495)  0.148
C (-2.210, 3.265, -2.460)  -0.204
F (-2.829, 4.156, -3.216)  0.175
C (-1.255, 2.388, -3.119)  -0.213
F (-1.134, 2.554, -4.417)  0.169

Summary:
HOMO level (alpha / beta), Ha: -0.408 / -0.407
Relative energy (zero: lowest compared OMol25 entry of this formula, charge and spin), eV: 1.7334
Net charge: +1
Energy, Eh: -2609.6690
Multiplicity: 1